C40H47LaN8O4S3 as an isolated structure in a non-equilibrium geometry. Source: the Open Molecules 2025 dataset; level of theory: the ωB97M-V functional and the def2-TZVPD basis.

ORCA input file:
```
! wB97M-V def2-TZVPD RIJCOSX def2/J DEFGRID3
* xyz 0 1
La 0.650 0.587 -0.074
C -1.868 4.315 1.487
C -0.442 4.031 0.986
C -0.116 4.309 -0.338
C -1.175 4.809 -1.292
C 1.156 3.941 -0.813
C 1.509 4.123 -2.281
C 2.110 3.392 0.026
C 3.470 3.112 -0.539
C 1.838 3.305 1.394
C 2.797 2.737 2.359
C 0.616 3.752 1.879
C 0.313 3.798 3.343
H -2.486 3.770 0.797
H -2.069 5.348 1.451
H -1.982 4.008 2.508
H -1.693 3.937 -1.756
H -0.731 5.448 -2.033
H -1.876 5.392 -0.795
H 1.854 3.214 -2.631
H 2.274 4.920 -2.464
H 0.631 4.376 -2.893
H 3.987 4.049 -0.704
H 3.398 2.575 -1.525
H 4.079 2.571 0.164
H 3.679 2.379 1.981
H 2.279 1.994 3.019
H 3.030 3.471 3.126
H -0.470 3.028 3.524
H -0.142 4.683 3.779
H 1.188 3.574 3.935
C -1.934 -3.057 1.948
C -1.280 -2.362 0.810
N -1.297 -1.073 0.742
N -2.038 -0.413 1.750
C -1.393 0.113 2.709
S 0.331 0.117 2.969
S -2.447 1.106 3.810
C -1.611 0.950 5.423
C -1.699 -0.488 5.948
C -0.561 -1.251 6.275
C -0.695 -2.540 6.755
C -1.968 -3.084 6.821
C -3.100 -2.384 6.484
C -2.957 -1.112 6.051
C -0.722 -3.185 -0.236
C -1.260 -4.467 -0.401
C -0.773 -5.272 -1.400
C 0.098 -4.780 -2.352
C 0.607 -3.471 -2.250
C 0.219 -2.693 -1.185
O 0.706 -1.501 -1.086
H -1.772 -2.567 2.885
H -3.043 -3.010 1.910
H -1.544 -4.060 1.960
H -0.638 1.320 5.315
H -2.155 1.623 6.091
H 0.385 -0.719 6.120
H 0.175 -3.135 6.851
H -2.088 -4.115 7.231
H -3.992 -2.910 6.594
H -3.785 -0.551 5.647
H -2.054 -4.886 0.231
H -1.223 -6.241 -1.379
H 0.393 -5.468 -3.135
H 1.389 -2.999 -2.900
N -3.546 -3.777 -5.333
C -2.936 -2.652 -4.810
C -2.522 -2.697 -3.407
C -2.074 -1.511 -2.849
C -1.916 -0.334 -3.530
C -2.170 -0.317 -4.918
C -2.784 -1.429 -5.493
S -1.306 1.118 -2.684
O -1.809 2.285 -3.411
O -1.744 0.969 -1.294
N 0.293 1.145 -2.579
C 1.120 0.990 -3.643
N 2.388 0.643 -3.411
C 3.167 0.540 -4.446
C 2.783 0.737 -5.787
C 1.424 0.892 -5.932
N 0.648 1.126 -4.886
H -3.601 -4.619 -4.814
H -3.783 -3.737 -6.291
H -2.708 -3.632 -2.923
H -1.816 -1.404 -1.794
H -2.233 0.658 -5.450
H -3.159 -1.352 -6.532
H 4.166 0.278 -4.162
H 3.504 0.583 -6.581
H 0.919 0.833 -6.836
C 2.946 -2.484 1.989
N 3.375 -2.440 0.561
C 3.468 -1.320 -0.111
N 4.102 -1.339 -1.311
O 2.931 -0.268 0.340
H 3.841 -2.319 2.665
H 2.836 -3.563 2.194
H 2.045 -1.982 2.168
H 4.077 -3.110 0.363
H 4.262 -2.255 -1.748
H 3.734 -0.641 -1.933
*
```

HOMO level   -7.660 eV
Max |F|   3.9 eV/Å
Energy above the lowest of the compared OMol25 structures with the same formula, charge and spin   111.02 kJ/mol
HOMO-LUMO gap   7.8 eV

Atom charges from the Löwdin analysis, given in e for atoms 1 to 2: 2.0240, -0.0067